Entry 1:
Below is a molecular structure, C25H27CoO in a non-equilibrium geometry, with properties calculated with ωB97M-V/def2-TZVPD.

XYZ file:
```
54
Properties=species:S:1:pos:R:3:forces:R:3
C 2.561 -0.226 -1.559 0.69 0.92 3.40
H 2.321 2.546 4.439 -0.03 -0.33 -0.05
H 1.907 1.188 0.314 -0.24 0.81 0.97
C 1.956 -3.876 -2.915 -0.08 -1.08 0.92
C 1.871 -2.628 -3.717 1.19 1.87 1.47
C -0.615 2.068 -1.073 -0.12 1.34 -1.77
H 2.296 0.675 -2.188 0.01 -0.69 0.40
C -0.942 -2.346 -0.581 -0.39 0.36 1.12
H -0.189 -2.472 -3.475 0.13 0.41 -0.62
C 2.293 1.695 2.433 -0.51 0.60 -0.13
C -0.543 1.711 2.635 1.48 0.60 0.78
H 0.474 -1.326 -4.725 -0.02 -0.67 0.22
Co -1.126 0.402 -0.189 2.97 -2.53 4.49
H -2.621 1.379 2.064 0.45 0.24 0.27
H 0.404 3.263 5.565 -0.42 -0.11 -0.08
H -0.828 -3.013 -1.429 0.22 0.44 -0.09
H 0.233 0.550 -2.569 -1.08 0.57 0.57
H 3.360 1.466 2.379 -0.10 0.41 -0.10
H -2.075 3.404 5.811 -0.13 -0.01 -0.02
H -2.784 -0.559 1.595 0.20 -0.07 -0.11
H 2.604 -0.584 -3.847 0.03 -0.81 0.64
C 0.318 2.214 3.707 -0.69 0.23 -0.57
C 1.467 1.504 1.281 0.12 -0.11 1.18
C -2.058 -1.476 -0.342 -0.06 -1.71 1.25
C -1.926 2.176 -0.483 0.18 1.94 -0.93
C -2.746 1.198 -1.059 -1.04 0.53 -1.78
C 1.727 2.170 3.603 0.17 -0.55 -0.54
C -1.662 2.910 4.937 1.49 0.28 0.62
O 2.125 -0.210 -0.274 -0.21 -2.28 -4.33
H 0.201 -3.095 -5.080 0.46 0.49 0.36
C -0.771 -1.587 1.585 -0.35 0.09 -0.28
H -0.437 -1.487 2.621 0.04 0.25 -0.48
H 0.233 2.706 -0.863 -0.08 -0.29 0.12
C -0.126 -2.334 0.581 -0.89 -0.56 -0.07
C -2.491 2.370 3.954 0.10 -0.32 -0.48
H -2.333 -0.239 -2.729 -0.13 -0.69 0.02
H -3.562 2.427 4.057 -0.27 0.03 0.06
H 2.530 -3.679 -1.984 -0.37 -0.18 -0.44
C 0.105 1.338 1.421 -1.11 -0.32 -0.43
H -3.779 1.014 -0.811 -0.09 -0.06 0.03
H -2.236 2.911 0.249 0.14 -0.17 0.04
C 2.605 -1.462 -3.138 0.80 -0.73 -1.49
H 3.639 -0.369 -1.393 0.33 0.15 -1.35
C -1.973 0.476 -2.027 -0.21 1.83 -1.29
C -0.640 0.977 -2.015 0.52 1.04 -1.40
H 2.419 -4.786 -3.365 -0.19 0.55 -0.16
H -2.940 -1.405 -0.975 0.30 -0.15 0.36
H 0.925 -4.195 -2.611 0.66 0.10 -0.02
C -0.273 2.829 4.816 -1.14 0.25 0.52
C -1.951 1.777 2.834 0.03 -0.14 -0.08
H 0.786 -2.906 0.698 0.05 0.28 -0.03
C -1.960 -0.985 1.033 -0.22 -2.18 -0.08
C 0.553 -2.356 -4.310 -1.44 -0.03 -0.33
H 3.670 -1.745 -2.886 -1.14 0.19 -0.31
```
Positions in Å, forces in eV/Å.

The energy is -2426.465353 hartree. The value obtained for the relative energy (zero: lowest compared OMol25 entry of this formula, charge and spin) is 0.0 kcal/mol. As for the net charge: -2. The multiplicity is 5. The orbital gap (spin up / spin down) comes out at 4.3 / 6.0 eV. As for the highest occupied orbital energy (spin up / spin down): 0.94 / -0.81 eV.

Entry 2:
Below is 2 unconnected molecules or ions with the total composition C3H7NO2 in a non-equilibrium geometry, with properties calculated with ωB97M-V/def2-TZVPD.

XYZ file:
```
13
Properties=species:S:1:pos:R:3:forces:R:3
H 0.354 2.310 -0.257 -0.06 -0.06 0.02
H 1.801 1.068 1.105 -0.04 -0.10 -0.16
H -1.674 -0.429 0.407 -0.08 -0.13 -0.09
O -0.867 0.772 -2.525 0.54 0.08 0.89
H 2.108 -0.046 -0.237 -0.13 0.00 0.08
O 0.638 -0.644 1.091 0.15 -0.12 0.17
C -0.280 0.896 -1.528 -0.19 0.29 -0.78
C 1.315 0.393 0.385 0.33 0.25 -0.18
H -2.553 -1.337 -0.665 0.09 -0.07 0.09
N -1.620 -1.052 -0.391 -0.17 -0.18 0.09
H -1.081 -1.853 -0.082 -0.18 0.01 -0.04
H 1.321 -1.189 1.501 -0.18 0.07 0.01
C 0.404 1.245 -0.449 -0.08 -0.04 -0.10
```
Positions in Å, forces in eV/Å.

The energy is -323.692356 hartree. The value obtained for the relative energy (zero: lowest compared OMol25 entry of this formula, charge and spin) is 55.6 kcal/mol. As for the net charge: 0. The multiplicity is 1. The SMILES is O=C=CCO.N. The orbital gap comes out at 9.4 eV. As for the highest occupied orbital energy: -8.68 eV.

Entry 3:
Below is a single C11H14N2O4 molecule in a non-equilibrium geometry, with properties calculated with ωB97M-V/def2-TZVPD.

XYZ file:
```
31
Properties=species:S:1:pos:R:3:forces:R:3
O -0.416 2.582 -0.704 -0.06 -1.11 2.75
O 5.807 -0.149 0.369 -2.88 0.96 -0.31
C 2.341 0.846 -0.607 -0.83 2.57 -0.71
N -4.582 0.019 -1.005 0.19 -0.65 0.75
H 4.261 1.902 -0.260 -0.66 -0.78 -0.31
H -4.592 -0.464 -1.871 0.47 -0.30 -1.13
O -2.315 -1.689 1.329 -0.49 0.15 -0.48
H -4.463 -2.031 -0.177 0.40 -0.17 -0.65
C -0.772 0.455 0.520 0.27 -0.12 0.78
O -0.615 2.555 1.595 0.72 2.21 -0.60
H -0.735 0.208 1.647 0.40 0.08 -1.90
C 4.391 -0.204 0.136 1.25 1.13 -0.62
C 3.730 -1.403 0.116 -0.71 -2.17 0.99
H -0.133 -1.433 -0.337 -0.51 -0.52 0.46
C 1.617 -0.317 -0.392 0.24 -0.43 0.59
C -0.524 1.988 0.375 -0.75 0.22 -1.76
C 3.690 0.946 -0.256 0.74 0.38 0.05
C -2.802 -0.883 0.540 0.92 -0.95 0.37
H -0.458 3.566 1.540 -0.38 -2.24 -0.18
H 1.769 1.762 -1.100 1.45 -1.91 1.42
C 0.109 -0.394 -0.439 0.42 0.66 -1.20
C -4.202 -0.995 0.025 -1.31 0.59 0.24
H 5.977 -1.072 0.379 1.07 -1.29 0.21
N -2.128 0.168 0.066 -0.33 1.71 0.08
H -2.735 0.909 -0.297 0.52 -0.39 -0.30
C 2.344 -1.467 -0.056 -0.03 1.18 -0.51
H -4.762 -0.872 0.934 -0.64 0.57 0.48
H 1.772 -2.379 -0.032 0.29 -0.42 0.34
H -5.532 0.374 -0.976 0.02 -0.12 0.86
H 4.201 -2.373 0.408 0.01 0.99 -0.38
H -0.244 -0.152 -1.470 0.21 0.19 0.68
```
Positions in Å, forces in eV/Å.

The energy is -838.036400 hartree. The value obtained for the relative energy (zero: lowest compared OMol25 entry of this formula, charge and spin) is 25.3 kcal/mol. As for the net charge: 0. The multiplicity is 1. The SMILES is NCC(=O)N[C@@H](Cc1ccc(O)cc1)C(=O)O. The orbital gap comes out at 9.2 eV. As for the highest occupied orbital energy: -8.61 eV.

Entry 4:
Below is 3 unconnected molecules or ions with the total composition H6O3, with properties calculated with ωB97M-V/def2-TZVPD.

XYZ file:
```
9
Properties=species:S:1:pos:R:3:forces:R:3
H 3.332 1.952 0.779 0.02 0.21 0.13
O -3.075 -2.493 -0.836 -0.21 -0.09 -0.13
H -2.809 -3.032 -0.091 0.05 -0.15 0.16
H -0.027 1.162 0.101 0.34 0.00 -0.03
O -0.912 0.843 -0.077 -0.16 -0.18 -0.14
H -1.453 1.245 0.603 -0.19 0.09 0.15
H -2.487 -1.739 -0.809 0.21 0.30 -0.03
O 3.266 1.129 0.295 -0.27 -0.08 -0.01
H 4.165 0.931 0.034 0.21 -0.11 -0.11
```
Positions in Å, forces in eV/Å.

The energy is -229.305162 hartree. The value obtained for the relative energy (zero: lowest compared OMol25 entry of this formula, charge and spin) is 12.5 kcal/mol. As for the net charge: 0. The multiplicity is 1. The SMILES is O.O.O. The orbital gap comes out at 11.9 eV. As for the highest occupied orbital energy: -11.23 eV.

Entry 5:
Below is a single C25H29N3O4S3 molecule in a non-equilibrium geometry, with properties calculated with ωB97M-V/def2-TZVPD.

XYZ file:
```
64
Properties=species:S:1:pos:R:3:forces:R:3
H -1.466 -1.379 -2.897 -0.19 -0.03 -0.03
S 4.581 2.387 -1.180 0.34 -0.06 0.05
N 3.763 -0.878 1.905 -0.03 -0.43 0.17
C 1.854 0.561 1.377 0.13 0.19 0.13
H -6.653 -0.925 1.927 0.04 -0.02 0.13
C -6.197 -0.274 -0.076 -0.24 -0.10 0.31
H -7.492 -1.835 0.666 -0.09 -0.17 0.03
O 4.608 1.233 1.763 -0.14 0.22 0.13
H 0.113 -3.409 -2.439 -0.07 -0.24 -0.01
O -2.009 0.848 0.001 0.30 0.20 0.14
H 1.962 1.817 -1.957 -0.07 0.07 -0.01
C -0.240 -0.472 0.790 0.23 -0.03 0.16
H -8.249 1.577 -0.701 -0.12 -0.10 -0.04
C 6.039 1.565 -0.685 0.02 0.52 -0.19
C 0.377 -2.372 -2.369 0.35 0.28 0.05
H -5.609 3.031 -0.213 0.04 0.00 -0.06
H 0.101 1.640 0.820 -0.01 0.10 -0.02
N 5.847 0.214 -0.705 0.13 -0.08 -0.02
H -3.335 1.941 -1.046 0.01 -0.09 0.03
C -3.340 1.015 -0.469 -0.71 -0.16 -0.02
H -8.021 -0.200 1.087 -0.10 0.07 0.03
C 0.234 -0.087 -2.421 0.59 0.08 0.07
H 5.743 -2.205 0.714 0.11 -0.06 0.05
O 4.318 -1.426 -1.110 0.35 0.23 0.01
C 6.889 -0.718 -0.325 0.20 -0.56 0.07
H 2.070 -2.815 1.576 0.06 -0.12 0.00
C 1.635 -1.839 1.415 0.06 0.18 0.12
H -7.879 2.571 0.709 -0.05 0.01 0.11
H -0.296 -2.603 0.887 -0.04 -0.08 -0.02
C -0.435 -1.297 -2.606 -0.13 -0.28 -0.07
H -4.142 0.253 1.377 0.07 0.07 0.02
H 7.032 -1.421 -1.151 0.04 0.10 0.05
H 6.868 0.221 2.215 -0.11 0.00 0.06
C 2.423 -0.697 1.572 -0.43 0.08 -0.08
H -4.157 2.019 1.261 0.05 -0.07 0.03
H 6.128 -1.163 3.037 0.00 0.01 0.03
N -5.727 1.045 0.327 0.06 0.11 -0.13
H -7.937 3.301 -0.901 -0.11 0.07 -0.09
C 4.772 0.042 1.906 0.40 -0.14 0.38
H -6.703 -0.213 -1.045 0.07 -0.01 -0.03
C 6.544 -1.500 0.945 0.02 0.12 -0.06
C 1.559 -0.241 -2.038 -0.52 -0.89 -0.19
C 3.725 0.873 -1.402 -0.82 0.55 -0.27
S 7.431 2.320 -0.297 -0.01 0.31 0.02
H 4.031 -1.847 2.019 0.06 0.22 -0.05
H 2.452 1.445 1.522 0.02 0.00 0.00
C 0.319 -1.727 1.029 -0.20 0.21 0.02
H -3.600 0.172 -1.119 0.02 0.16 0.03
H -5.354 -0.963 -0.188 0.02 0.05 -0.10
C -6.164 2.140 -0.516 -0.25 0.03 0.07
C 0.536 0.667 0.985 -0.18 -0.32 0.04
C -7.655 2.412 -0.342 0.31 0.05 -0.12
S 1.962 -1.931 -1.914 -0.91 -0.08 -0.45
C 2.423 0.849 -1.796 1.23 0.28 0.28
C 6.143 -0.587 2.109 0.09 0.03 -0.12
H 7.799 -0.132 -0.180 -0.18 -0.11 -0.08
H -0.219 0.879 -2.552 -0.06 0.23 0.00
C -7.156 -0.846 0.967 0.15 -0.03 -0.31
C -1.633 -0.405 0.303 -0.15 -0.32 -0.05
O -2.351 -1.367 0.159 -0.01 0.14 0.04
C 4.599 -0.240 -1.079 -0.13 -0.41 -0.16
H -5.950 1.955 -1.584 0.04 0.07 0.05
C -4.340 1.094 0.707 0.45 -0.01 -0.12
H 7.428 -2.074 1.226 -0.02 -0.03 -0.01
```
Positions in Å, forces in eV/Å.

The energy is -2629.889293 hartree. The value obtained for the relative energy (zero: lowest compared OMol25 entry of this formula, charge and spin) is 11.8 kcal/mol. As for the net charge: 0. The multiplicity is 1. The SMILES is CCN(CC)CCOC(=O)c1ccc(NC(=O)CCCN2C(=O)/C(=C\c3cccs3)SC2=S)cc1. The orbital gap comes out at 7.1 eV. As for the highest occupied orbital energy: -7.89 eV.